This record from the OMol25 dataset describes a cluster of 16 separate species, C94H210N10O16 in total in a non-equilibrium geometry. The level of theory is the ωB97M-V functional and the def2-TZVPD basis.

XYZ file:
```
330
Properties=species:S:1:pos:R:3:forces:R:3
O 14.6921 16.8937 16.0800 0.25 -0.51 0.31
O 17.8768 15.3748 24.4437 0.10 0.43 -0.02
O 13.0608 14.4132 15.0310 0.22 -1.55 0.78
O 17.7397 15.3113 19.2016 1.69 0.61 0.98
O 16.5585 17.9231 12.0849 1.32 -0.01 -0.54
O 13.8195 18.3782 11.8538 -2.07 0.46 -0.90
O 24.6926 18.1919 19.8028 -0.35 -0.69 -0.99
O 21.4735 23.2686 16.1855 0.47 0.04 0.01
O 12.4751 17.2379 14.3140 -1.29 -0.42 1.36
O 24.0702 21.7769 15.8575 0.62 -1.32 -0.38
O 19.3154 10.8491 22.8792 -0.11 0.08 0.26
O 16.6922 18.1760 14.9059 -0.19 0.25 -1.26
O 15.5773 17.1573 18.7419 -0.42 -0.27 -0.97
O 14.9610 20.2213 20.7658 1.46 1.65 1.74
O 11.3397 23.6142 12.3742 -0.16 -1.24 0.38
O 22.3228 13.6424 12.6097 0.40 -0.38 -0.08
N 11.9957 23.7726 13.6699 0.22 -1.66 -0.90
N 14.0844 19.9669 19.7715 -1.60 -1.00 -0.86
N 19.2630 10.8162 21.4592 -0.67 0.10 -1.03
N 21.4616 14.2084 13.5621 -0.99 0.92 0.57
N 23.2524 18.1477 19.7753 1.13 0.27 0.40
N 20.4838 24.2564 16.4636 -0.98 -0.09 -0.47
N 17.5338 18.2461 11.0474 -0.59 0.50 0.40
N 14.2351 14.0869 15.8636 -0.03 1.86 -2.20
N 17.9280 16.4883 23.5307 0.34 -0.03 -0.07
N 24.0339 22.1466 14.4933 0.08 0.27 -0.55
C 15.6722 20.6903 18.0623 1.66 2.16 0.32
C 19.4626 13.3503 21.3658 -0.71 -2.06 0.94
C 25.3637 22.7570 14.1907 -1.28 2.25 -0.28
C 13.3682 23.2563 13.5322 1.19 -0.03 -0.14
C 18.5068 11.8972 18.8526 0.18 -0.80 -0.51
C 11.0045 17.2084 14.4152 1.58 -1.43 0.74
C 16.5137 20.4758 10.7562 -1.41 -2.45 1.46
C 15.1834 13.3259 14.9507 -1.05 0.25 -1.24
C 19.6567 12.5846 13.2295 -0.53 -0.12 -0.86
C 15.8320 12.0341 16.9778 -2.53 0.62 1.09
C 16.6969 11.4707 21.5015 -0.08 -0.79 2.16
C 21.5253 11.9761 14.6971 0.11 -0.38 2.05
C 14.2611 20.8464 18.5834 -0.13 -0.39 -0.42
C 17.8011 19.6938 11.0800 0.08 0.34 -0.65
C 25.3442 24.1666 14.8892 0.24 -0.97 0.42
C 16.2814 12.8542 15.8002 0.52 -0.44 2.10
C 22.0616 20.7316 13.9607 0.95 -1.35 0.00
C 23.7201 21.3468 12.1855 -0.29 1.37 -1.29
C 18.5902 17.6530 24.2665 -1.70 -0.21 -0.13
C 19.4013 17.0442 12.2583 1.47 0.69 0.13
C 12.7343 19.7325 20.3960 0.64 -0.23 -1.09
C 20.0293 11.9843 20.9087 -0.39 0.88 -0.13
C 12.1028 20.9462 21.0613 0.52 0.57 -0.09
C 25.3268 23.1533 12.6946 1.82 -1.49 0.18
C 22.2528 15.1369 14.3888 2.40 0.08 -0.83
C 14.1914 23.8712 12.3450 -0.43 -1.75 0.40
C 10.4420 16.0815 13.5403 -0.36 1.12 1.14
C 18.8307 23.1742 15.1004 -0.98 1.29 -1.25
C 11.9368 20.0404 17.9204 -0.45 1.34 1.33
C 22.7666 19.0043 18.6706 -0.38 -0.33 0.81
C 20.9607 25.0999 17.5661 -0.02 0.70 -0.30
C 12.8525 18.6103 21.4615 1.34 0.19 -0.91
C 19.9578 17.1826 24.7036 -0.37 0.97 0.27
C 12.2503 26.1941 13.0250 -0.56 -2.20 -0.05
C 19.8592 26.0661 18.0219 -0.96 0.59 -0.60
C 10.3141 25.3034 14.2830 0.13 -0.08 0.56
C 23.1802 15.6831 19.1736 0.36 0.13 -1.01
C 18.4567 25.4107 18.2437 1.27 0.65 -0.90
C 21.5073 11.8266 21.3151 -0.83 0.26 1.31
C 17.9505 18.3983 15.4630 0.44 1.45 1.98
C 11.8151 25.1287 14.0619 -0.87 1.62 0.38
C 21.5245 15.7155 15.5409 -0.72 0.53 1.36
C 19.2113 22.2494 17.4063 -0.39 2.00 -0.18
C 16.2894 15.2627 22.2471 -0.43 0.01 -1.10
C 21.2497 18.9741 18.8746 -0.69 -0.71 0.22
C 13.2490 14.7275 18.0272 0.87 1.19 -0.05
C 11.8070 19.2779 19.2437 0.62 -1.11 -0.06
C 17.2757 19.0297 22.5767 1.12 0.79 0.59
C 23.3320 16.4904 21.5130 1.01 0.21 0.95
C 18.7163 19.9945 9.8494 -0.02 -0.75 0.48
C 19.5851 17.6450 9.8251 1.67 -0.11 0.24
C 18.6462 17.2412 10.9673 -2.03 0.17 -0.79
C 15.8385 14.2974 13.9168 -0.88 -2.06 0.32
C 22.7297 16.7854 20.1309 1.24 1.45 -0.23
C 23.2608 18.5993 17.2932 0.59 0.81 0.16
C 20.6936 17.5480 18.9166 1.21 -0.14 -0.44
C 12.6709 12.5817 16.9822 0.23 -2.30 1.86
C 19.9757 19.1268 9.9248 -0.17 -0.28 -0.45
C 18.6834 18.8091 23.2215 -1.21 -1.63 0.34
C 17.8465 10.6643 19.4544 0.73 -0.17 1.21
C 16.6945 17.7781 21.9617 0.33 -1.01 -1.05
C 23.5578 21.0049 13.6898 0.56 -1.22 -1.27
C 17.8117 10.5961 21.0135 2.20 -1.28 -1.01
C 24.4282 19.7647 13.8260 -0.12 -0.81 0.29
C 16.5538 16.6072 22.8900 1.25 -0.17 2.09
C 20.6516 13.1573 14.2325 -0.01 -0.06 0.66
C 14.2217 23.5152 14.7846 -1.11 0.88 -0.03
C 21.4798 24.3169 18.7550 -0.54 0.87 0.77
C 23.5919 14.4898 14.9299 -1.16 -1.83 0.38
C 12.5553 25.2628 15.4020 0.49 -0.81 0.60
C 22.1495 26.0118 17.0286 -0.18 -2.26 0.42
C 14.0518 22.3412 18.7893 -0.74 1.02 0.39
C 18.3743 20.2688 12.4229 -2.56 1.10 -0.97
C 14.0562 24.9632 15.2576 0.83 -0.18 1.61
C 18.1147 24.6707 16.9939 2.77 -0.10 -1.91
C 17.5432 9.0867 21.3379 0.66 0.47 0.20
C 21.2421 16.9302 20.1597 0.23 -0.04 1.07
C 15.4810 16.7316 23.9639 -0.91 0.78 -0.11
C 13.3050 21.7358 13.4262 0.97 -0.05 0.91
C 26.5932 22.0100 14.6520 0.00 -0.91 -1.21
C 23.2104 20.4374 18.9432 0.66 0.37 1.84
C 17.7879 18.0348 25.5221 1.78 1.48 -0.29
C 22.6780 16.3724 13.5838 1.79 0.12 -0.49
C 13.3511 20.2731 17.4838 0.16 -0.14 0.10
C 14.9388 12.9935 17.8783 2.19 -0.28 -1.35
C 25.1297 21.9296 11.8308 -0.03 -0.42 -1.14
C 14.4416 12.2057 14.1618 1.91 -0.01 0.08
C 20.7896 14.6419 16.3065 -0.33 -0.35 -0.74
C 17.9322 15.9749 10.5731 -0.99 -0.19 -0.72
C 19.9203 12.0433 19.3775 -0.74 2.36 1.07
C 19.8624 13.8585 15.3678 0.42 1.74 -0.77
C 13.7579 13.5544 17.1473 -0.08 0.99 0.10
C 18.1196 17.4486 16.6390 0.32 0.77 1.37
C 19.1522 23.5351 16.5390 0.34 2.06 0.43
H 22.6852 14.7223 19.3404 0.04 0.09 0.26
H 17.4034 17.2044 26.0130 -0.65 -1.68 0.75
H 21.0888 19.3599 19.9088 -0.16 0.40 -0.92
H 17.2267 16.1158 19.0583 -0.63 0.09 -0.19
H 15.2244 11.1397 16.7446 0.53 0.22 -0.24
H 12.7101 17.4553 13.4296 0.68 0.58 -1.57
H 20.5566 11.3167 19.0222 1.20 -1.97 -1.28
H 22.5167 21.1945 18.5732 -0.13 -0.18 0.00
H 23.0883 15.4431 21.7545 0.04 0.37 0.33
H 18.2051 21.3882 12.3087 0.43 -1.20 0.54
H 15.7040 18.0107 21.6702 -1.10 0.40 -0.67
H 16.7202 11.7671 17.4881 0.28 -0.54 0.64
H 19.1713 17.2938 16.8668 0.05 -0.23 -0.05
H 19.8177 26.9433 17.3037 -0.50 -1.27 0.19
H 18.6372 15.2404 10.2254 0.36 -0.52 -0.02
H 13.3621 17.7147 21.0800 -0.28 0.18 -0.20
H 25.4265 20.0084 13.4279 -0.35 -0.50 0.67
H 16.2734 15.0778 14.4475 1.15 1.53 0.77
H 21.7194 19.8587 13.3409 0.33 0.73 0.49
H 13.8198 22.8517 15.5478 0.21 -0.04 0.42
H 12.9913 21.4413 12.4740 -0.61 -0.66 -1.56
H 14.6568 22.8454 18.0246 -0.22 0.12 0.27
H 13.0154 15.3290 14.7601 0.66 0.93 0.20
H 24.3415 24.5715 14.8375 -0.25 0.11 0.05
H 20.4796 16.9128 9.8975 -1.11 1.34 -0.10
H 20.6880 19.5055 18.1013 0.34 0.52 0.18
H 15.9526 19.7097 17.8205 0.10 -1.55 -0.57
H 16.8209 21.4827 10.7604 -0.25 1.42 -0.49
H 14.7163 24.7499 12.6375 0.53 0.58 0.29
H 24.5532 23.8265 12.5087 -1.87 0.96 0.04
H 15.0559 17.1413 17.9015 0.69 -0.17 0.33
H 11.4231 19.5228 17.1328 -0.56 -0.19 -0.31
H 19.1818 19.6700 23.6907 -0.39 -0.06 -0.36
H 14.5972 11.1902 14.4933 0.12 -0.23 0.56
H 20.6917 24.0302 19.4746 0.26 -0.63 -0.65
H 18.1371 19.7176 8.9325 0.43 0.36 0.63
H 19.6921 9.9951 23.1443 -0.09 0.32 -0.32
H 24.2500 15.5696 19.3413 0.13 -0.39 -0.17
H 24.2864 18.9770 17.1021 -0.47 -0.40 0.23
H 16.4043 21.0035 18.8245 -0.26 -0.06 0.06
H 21.6197 23.3165 15.2314 0.08 0.13 0.07
H 15.7321 20.2946 11.5452 0.85 0.51 -0.30
H 12.7275 21.1951 14.1905 -0.20 0.63 -0.10
H 21.5173 11.7595 22.4181 0.17 -0.09 -0.39
H 25.0106 17.6844 19.0109 -0.34 0.54 0.76
H 22.2018 23.5533 18.4636 -0.24 -0.04 0.34
H 20.0454 16.1437 12.2000 -0.24 0.49 -0.05
H 9.3784 16.1531 13.4965 -0.97 0.21 -0.01
H 17.7259 19.9171 13.2762 0.98 0.40 -0.71
H 16.8588 10.4290 19.1397 -1.11 0.44 -0.48
H 26.0093 24.8499 14.3452 0.06 -0.19 0.40
H 21.0875 16.9994 18.0233 -0.83 0.24 0.49
H 19.1636 13.3210 12.5555 0.41 -0.14 0.60
H 17.1609 24.2556 16.9554 -1.86 -0.68 0.09
H 10.9115 22.7165 12.4023 0.63 1.36 0.27
H 24.2670 15.2146 15.3426 0.25 0.59 0.06
H 15.1037 14.6895 13.2760 -1.05 0.65 -0.95
H 18.4259 18.5529 26.2462 0.26 -0.11 -0.09
H 19.4109 20.0915 12.5169 1.05 -0.33 0.54
H 17.4554 19.7140 21.7629 -0.25 0.52 -0.31
H 18.8369 16.9235 13.2003 -0.13 0.24 -0.67
H 14.3244 21.3503 13.5590 -0.07 0.01 -0.22
H 20.6322 18.0257 24.6944 0.33 0.32 0.13
H 12.4000 26.1988 15.9379 -0.19 0.26 -0.45
H 19.2757 22.5186 18.4618 0.24 -0.33 -0.05
H 15.6212 13.8333 18.0603 -0.17 -0.03 0.57
H 24.1843 20.6508 18.5440 0.47 0.02 -0.53
H 16.6274 8.7732 20.8823 -0.73 -0.17 -0.39
H 14.7740 18.2835 11.7946 0.70 -0.04 -0.37
H 14.5234 25.7032 14.6014 0.08 -0.22 -0.04
H 21.7850 11.9673 15.7986 -0.36 0.35 -1.02
H 16.5582 13.7546 13.2822 -0.11 0.16 0.49
H 10.6347 15.1259 13.9667 0.53 -0.76 0.35
H 21.8128 16.8369 13.1196 0.13 0.22 0.07
H 24.4548 16.5945 21.4992 -1.11 -0.41 -0.38
H 18.3426 8.4101 20.9728 -0.28 0.67 0.04
H 12.9506 11.5707 16.7068 0.44 -0.13 -0.30
H 11.8713 25.8815 12.0385 0.09 0.37 0.36
H 24.1046 13.9050 14.1577 -0.09 0.39 -0.02
H 24.4078 19.4406 14.8679 0.59 -0.04 -0.02
H 22.3135 16.1559 16.1686 -0.34 -0.12 -0.13
H 17.0132 18.7274 25.3576 -1.16 0.75 -0.52
H 16.0590 17.7299 15.5245 0.43 0.16 -0.42
H 11.9903 12.9162 16.3110 -2.11 0.99 -2.15
H 15.4297 15.3025 21.5083 1.35 0.12 0.34
H 23.1944 17.5589 17.0907 0.09 -0.78 -0.10
H 25.9490 21.2001 11.9254 -0.30 0.09 0.48
H 15.1441 17.8704 19.2017 -0.22 0.77 0.76
H 21.9909 27.0743 17.2554 0.30 -0.42 -0.07
H 18.5224 13.5620 20.8925 -0.09 0.31 -0.70
H 16.4766 11.2807 22.5885 0.39 0.39 -0.82
H 14.5700 12.5939 18.7982 0.10 -0.50 0.71
H 11.3174 20.5582 21.6702 -0.73 -0.15 0.56
H 20.0498 17.9634 12.2959 -0.28 -1.03 0.74
H 23.4581 16.1615 12.8051 -0.84 -0.11 0.40
H 16.8404 13.6896 16.2633 -0.21 0.07 -0.45
H 18.6428 24.0273 14.3413 0.96 -0.72 1.52
H 23.2322 17.0793 14.2725 -0.98 -0.58 -0.57
H 17.1616 16.1232 9.7676 0.85 0.11 0.71
H 20.0362 21.6998 17.0305 1.00 -0.63 0.16
H 20.6149 19.3757 9.0735 0.33 0.04 0.34
H 27.3364 22.7634 14.8223 0.77 0.12 0.04
H 21.4168 13.8958 16.7581 0.99 -0.21 0.11
H 26.1760 23.7833 12.3896 0.41 -0.68 0.35
H 14.9115 23.1036 11.9993 -0.29 0.48 0.06
H 17.8281 22.7746 15.1006 -0.26 -1.06 -0.04
H 11.8253 27.1086 13.3362 -0.12 1.25 0.11
H 18.8177 18.4344 14.7389 -1.23 -0.51 0.36
H 13.9216 17.1511 15.5634 -0.42 0.30 -0.30
H 13.4278 12.3900 14.0818 -2.12 0.42 0.25
H 9.9853 24.6047 15.0601 -0.29 -0.35 -0.63
H 14.7569 12.2077 13.1338 0.51 0.07 -0.53
H 15.9884 20.0919 9.8665 0.70 0.49 -0.14
H 18.2173 25.4420 16.1907 -0.41 -0.67 0.23
H 11.8728 18.3757 21.7562 -1.47 -0.62 0.32
H 17.9704 19.4351 15.9675 0.08 -0.95 -0.97
H 19.2966 13.1739 15.9633 -0.55 -0.66 0.01
H 20.3257 15.0790 17.1543 -1.16 0.40 0.69
H 21.0000 17.5726 21.0081 -0.14 0.05 0.11
H 12.4860 15.4117 17.5906 0.12 -0.93 0.09
H 21.0695 10.9987 14.5397 -0.31 0.10 -0.15
H 18.3589 9.7694 19.1648 0.92 -0.40 -0.42
H 11.4810 21.0443 18.0605 -0.14 -0.49 -0.25
H 17.2052 17.3989 21.0131 -0.22 0.78 1.19
H 20.8625 16.6071 15.2964 0.39 -1.23 -0.07
H 18.7060 11.7089 17.7999 -0.48 -0.05 -0.43
H 19.6206 17.5362 18.9982 -0.45 0.06 -0.49
H 22.6428 19.1033 16.5875 -0.50 0.41 -0.85
H 17.4363 8.8931 22.4008 0.00 0.20 0.28
H 18.8527 11.9757 13.6829 0.42 0.39 0.20
H 21.9396 25.1366 19.2815 0.91 -0.13 0.70
H 11.6203 21.5998 20.3178 0.51 0.15 0.41
H 26.4589 21.4296 15.5532 -0.30 0.11 0.33
H 14.6228 25.0467 16.2574 -1.00 0.13 -1.25
H 19.1874 13.2699 22.3970 0.09 0.07 1.01
H 25.6436 24.0526 15.9461 -0.07 0.35 -0.40
H 23.5403 22.4377 16.2590 -1.05 0.97 0.85
H 10.0770 26.2521 14.7069 0.19 1.10 0.38
H 26.9214 21.2909 13.8754 0.18 0.50 0.40
H 21.9945 10.9359 20.9210 -0.13 0.06 -0.24
H 17.8780 12.7892 18.8817 0.27 0.12 0.42
H 20.3306 13.0307 18.9843 -0.31 -1.00 0.75
H 11.9847 18.2068 19.0347 0.22 0.27 0.14
H 20.8742 15.9580 20.4127 -0.67 -0.75 -0.05
H 20.1737 14.1078 21.2609 1.01 1.34 -0.35
H 23.0186 22.1619 11.9675 0.03 0.27 0.08
H 24.0410 18.9083 13.2303 0.06 0.68 0.23
H 14.4800 16.5638 23.5430 0.19 -0.16 -0.12
H 17.6171 16.4855 16.5354 0.12 -0.03 -0.29
H 19.1890 14.5935 14.8413 0.22 -0.71 0.59
H 18.5292 14.7826 24.0642 0.07 -0.23 0.03
H 25.2819 22.1967 10.7539 -0.86 -0.09 0.63
H 15.9457 14.5716 22.9960 0.01 -0.33 0.45
H 17.6884 17.9442 17.5683 0.34 -0.72 -1.11
H 10.7812 16.1089 12.5448 0.68 0.15 -1.28
H 22.4664 11.9455 14.1861 0.44 0.11 -0.45
H 16.8543 12.5214 21.3476 -0.15 0.42 -0.23
H 14.7214 15.9016 16.0006 -0.01 0.15 0.18
H 14.1242 15.3952 18.1802 -0.59 -0.47 0.17
H 13.3339 20.9324 16.6080 0.26 -0.04 0.14
H 15.6613 15.9618 24.7028 -0.05 -0.02 0.27
H 19.9888 16.7234 25.6788 -0.17 -0.20 0.25
H 20.2691 16.5095 23.9730 0.97 -1.32 -1.20
H 21.6009 21.6117 13.6026 -1.16 0.95 -0.19
H 20.4668 19.2892 10.8774 0.51 0.37 -0.03
H 16.9681 18.0494 12.9732 -0.45 -0.09 -0.30
H 23.0317 25.5437 17.5348 -0.21 1.12 -0.70
H 13.7656 19.3163 17.1679 0.25 -0.08 -0.08
H 21.7992 20.5229 15.0145 0.30 0.26 -0.45
H 13.3815 18.8527 22.3794 0.17 0.58 -0.07
H 13.3071 26.1566 13.0137 1.02 0.76 -0.31
H 12.7853 21.4686 21.7713 -0.41 -0.05 -0.69
H 14.7213 21.0857 21.1996 0.27 -0.80 -0.46
H 20.2055 11.8821 12.6109 0.01 -0.09 -0.44
H 19.2321 17.5555 8.7930 -0.73 -0.57 0.36
H 15.4060 17.7065 24.4448 0.24 0.00 0.04
H 18.4883 15.6564 19.7703 -1.12 -0.82 -0.90
H 13.4119 18.6947 10.9986 1.24 -0.61 1.45
H 15.8361 11.0809 20.9871 -0.65 0.35 -0.34
H 23.0871 17.2015 22.3665 -0.47 -0.86 -1.26
H 15.2532 23.2360 14.5608 -0.05 0.02 0.06
H 18.9708 21.0698 9.8192 -0.18 -0.44 0.02
H 23.0478 15.9097 18.0860 -0.04 -0.08 1.00
H 22.2058 25.7887 15.9566 0.19 0.58 0.18
H 12.9482 14.3803 19.0352 -0.05 0.05 -0.65
H 20.1623 26.6225 18.8999 0.38 -0.36 0.62
H 15.9304 21.3943 17.2083 -0.79 -0.99 0.67
H 21.8297 13.6978 11.7936 -0.15 0.11 -0.39
H 17.7413 26.2099 18.3437 -0.39 0.26 0.46
H 12.9927 22.6343 18.5919 0.69 -0.08 0.44
H 18.3469 21.6578 17.2360 -1.02 -0.48 -0.05
H 17.2515 14.8841 21.8759 -0.66 0.04 -0.55
H 18.4120 24.7492 19.0802 0.14 -0.25 0.94
H 14.3829 22.7536 19.7893 -0.39 -0.59 -0.97
H 10.8796 16.9159 15.4774 -0.34 0.45 -0.52
H 23.3884 20.5639 20.0550 -0.69 -0.05 -1.10
H 23.3473 20.5896 11.4406 0.68 0.00 1.21
H 16.5565 19.5271 23.2657 0.42 -0.45 -0.33
H 9.7804 25.3015 13.3380 -0.20 -0.66 0.06
H 17.4136 15.6269 11.4469 -0.34 -0.57 0.33
H 13.5237 24.1322 11.5590 -0.39 0.06 -0.86
H 22.0606 12.7354 21.0908 0.15 -0.01 -0.38
H 12.1312 12.4564 17.9145 -0.04 0.04 0.38
H 23.3899 13.7344 15.7478 0.07 0.87 -0.72
H 17.0159 12.2539 15.3333 0.70 -0.41 -1.37
H 12.1395 24.4773 16.0660 0.06 0.30 -0.21
H 10.6189 18.2060 14.2469 -0.22 0.09 -0.22
H 19.2712 18.4015 22.3950 0.48 0.24 0.10
H 19.5736 22.5097 14.6692 -0.23 -0.36 -0.03
H 10.8039 19.3030 19.6376 -0.60 0.16 -0.05
```
Forces are in eV/Å.

Calculated values
Energy above the lowest of the compared OMol25 structures with the same formula, charge and spin, kJ/mol: 0.0
Frontier orbital gap, eV: 8.59
LUMO, Ha: 0.0126